(1)
{
  "formula": "C5H14BNO6S",
  "method": "ωB97M-V with the def2-TZVPD basis set",
  "symbols": ["S", "O", "O", "O", "O", "O", "O", "N", "C", "C", "C", "C", "C", "B", "H", "H", "H", "H", "H", "H", "H", "H", "H", "H", "H", "H", "H", "H"],
  "coordinates": [[-0.51590, 2.42038, 1.64445], [-0.09824, 1.12661, 1.19602], [-2.09239, 2.45787, 1.77969], [2.79366, -3.21114, -1.05163], [-0.08135, 3.57303, 0.91431], [2.30673, -2.59877, -3.16871], [-0.38942, -3.66764, -1.61595], [-0.06730, -1.27729, -1.20096], [1.95067, -2.82360, -2.03456], [-2.93931, 1.31422, -0.24032], [-2.86459, 2.59807, 0.55404], [4.20255, -3.07454, -1.28089], [-0.13644, 2.59894, 3.35036], [0.43557, -2.60001, -1.57655], [-2.44147, 3.41943, -0.02484], [-3.62096, 1.46087, -1.07931], [-1.96724, 1.01703, -0.62813], [-3.84663, 2.90162, 0.90957], [-3.31537, 0.50000, 0.37860], [0.94474, 2.51155, 3.43361], [0.54312, -0.81666, -0.52993], [4.68394, -4.01105, -1.01710], [-1.27358, -3.41507, -1.32966], [4.56511, -2.27961, -0.63392], [4.39744, -2.84370, -2.32390], [-0.47161, 3.57687, 3.68330], [-0.07481, -0.65759, -2.00731], [-0.62694, 1.80018, 3.89974]],
  "atomic_forces_ev_per_a": [[-0.04, 0.07, -0.05], [0.09, -0.08, 0.01], [-0.01, -0.09, 0.00], [-0.12, 0.20, 0.19], [0.01, 0.01, 0.00], [-0.02, 0.10, 0.14], [0.11, -0.08, -0.07], [0.23, -0.07, -0.04], [0.19, -0.16, -0.22], [0.04, -0.03, 0.03], [-0.08, 0.09, -0.07], [-0.02, -0.10, -0.15], [0.02, 0.00, 0.02], [-0.08, 0.00, 0.08], [0.04, -0.02, 0.01], [-0.01, -0.01, 0.00], [0.00, 0.01, 0.00], [0.01, 0.00, 0.03], [-0.02, 0.01, -0.01], [0.00, 0.01, 0.00], [-0.11, 0.09, 0.03], [-0.02, -0.07, 0.05], [-0.13, 0.05, 0.00], [0.06, 0.04, 0.00], [0.02, 0.04, -0.01], [-0.01, 0.00, 0.00], [-0.14, 0.02, 0.01], [0.01, 0.00, 0.00]],
  "nbo_charge": [2.3906, -0.9503, -0.7254, -0.5151, -0.9412, -0.6001, -0.8467, -1.1470, 0.5214, -0.6425, -0.0762, -0.2784, -0.8869, 0.9832, 0.2018, 0.2178, 0.2334, 0.1966, 0.2186, 0.2548, 0.4020, 0.1910, 0.4978, 0.1852, 0.2128, 0.2533, 0.3950, 0.2546],
  "homo_energy_ev": -9.57,
  "multiplicity": 1,
  "smiles": "CCOS(C)(=O)=O.COC(=O)B(N)O",
  "lumo_energy_ev": 0.53,
  "total_charge": 0
}

=====

(2)
{
  "formula": "C3H10NO2",
  "method": "ωB97M-V with the def2-TZVPD basis set",
  "symbols": ["O", "O", "N", "C", "C", "C", "H", "H", "H", "H", "H", "H", "H", "H", "H", "H"],
  "coordinates": [[-1.68991, -2.43423, 1.46554], [0.83877, 2.24775, 1.28467], [-0.64645, 0.01939, 0.22456], [1.47503, 1.37777, 0.68446], [0.46225, 0.77884, -1.75725], [0.77100, 0.37962, -0.34173], [-1.13804, -0.13876, -0.61131], [2.43225, 1.08515, 1.03270], [1.51233, 1.24256, -2.22040], [-2.29023, -2.60176, 2.13353], [1.53597, -0.44613, -0.35168], [0.32140, -0.07777, -2.42479], [-0.68111, -0.73565, 0.87914], [-1.66571, -3.36952, 1.26273], [-0.16834, 1.68915, -1.73219], [-1.06919, 0.98359, 0.47202]],
  "atomic_forces_ev_per_a": [[1.46, -0.17, -1.75], [1.22, -1.96, -1.86], [1.81, 3.66, -0.45], [-3.94, 1.42, 1.03], [4.35, 2.75, -1.11], [1.11, -0.44, 0.99], [-1.22, -1.38, -1.18], [1.51, -0.09, -0.11], [-2.56, -1.11, 1.17], [-2.36, 0.91, 2.95], [-1.54, -0.02, 0.21], [-0.86, 0.39, 0.25], [-0.61, -0.69, 0.98], [1.04, -0.54, -1.27], [-0.30, -0.90, -0.64], [0.89, -1.83, 0.78]],
  "nbo_charge": [-0.9593, -0.4657, -0.6895, 0.4122, -0.6922, -0.1494, 0.4325, 0.1628, 0.2720, 0.4827, 0.2470, 0.2657, 0.4797, 0.4882, 0.2495, 0.4639],
  "homo_energy_ev": -14.77,
  "multiplicity": 1,
  "lumo_energy_ev": -3.90,
  "relative_energy_kcal_mol": 53.9,
  "total_charge": 1
}

=====

(3)
{
  "formula": "C6H17NSi",
  "method": "ωB97M-V with the def2-TZVPD basis set",
  "symbols": ["Si", "N", "C", "C", "C", "C", "C", "C", "H", "H", "H", "H", "H", "H", "H", "H", "H", "H", "H", "H", "H", "H", "H", "H", "H"],
  "coordinates": [[-0.10591, 0.40969, 0.72432], [-1.18579, 0.20659, 2.06956], [0.28693, -2.64228, 0.49317], [-0.33279, 0.94610, -2.02745], [-1.14875, 0.93805, -0.79803], [-1.55325, 2.35777, -0.66704], [2.33258, -1.16197, 0.79151], [0.84081, -1.23936, 0.16170], [-0.80262, -2.61984, 0.26330], [-0.92811, -0.33248, 2.87073], [-1.89494, 2.69427, -1.66385], [2.76386, -2.19545, 0.42531], [-0.96127, 1.19570, -2.89072], [0.94692, -1.14596, -0.94509], [-2.28670, 2.64341, 0.15363], [-2.06025, 0.42278, -0.82639], [2.71789, -0.18121, 0.51909], [-0.67691, 3.01187, -0.55320], [0.40030, -2.91549, 1.55104], [0.12717, -0.03072, -2.33493], [0.66212, 1.46496, -1.92080], [0.91141, -3.30099, -0.04051], [-2.09545, 0.63262, 1.90653], [1.75868, 2.01807, 0.81151], [2.28407, -1.17614, 1.92661]],
  "atomic_forces_ev_per_a": [[1.01, -0.77, -0.99], [1.00, 0.68, -1.93], [-1.47, 2.15, 0.83], [2.35, -2.33, -1.88], [1.61, 1.08, 2.07], [-0.73, 2.86, 0.42], [-1.90, -1.99, -0.15], [1.58, 1.15, 1.68], [0.78, -0.82, -0.15], [-0.61, 0.11, 0.43], [-0.67, 0.00, 0.56], [0.21, 2.49, 0.68], [0.53, 0.64, 0.06], [-0.07, -0.01, 0.85], [0.71, -0.49, -1.05], [-1.07, -1.61, -0.33], [0.89, -0.54, -0.32], [-0.03, -0.19, 0.41], [-0.07, 0.34, -0.11], [-0.93, 0.21, 0.37], [-1.42, 0.58, -0.14], [0.13, -1.27, -0.98], [0.29, -0.45, 0.97], [-2.10, -1.68, -0.03], [-0.02, -0.15, -1.27]],
  "nbo_charge": [1.7031, -1.3407, -0.6139, -0.6249, -0.7210, -0.6090, -0.6250, -0.6649, 0.2110, 0.4141, 0.2053, 0.2038, 0.2171, 0.2217, 0.2029, 0.2307, 0.2387, 0.2186, 0.2015, 0.2059, 0.2341, 0.2094, 0.4133, -0.3275, 0.1957],
  "homo_energy_ev": -8.41,
  "multiplicity": 1,
  "lumo_energy_ev": 0.42,
  "relative_energy_kcal_mol": 69.9,
  "total_charge": 0
}

=====

(4)
{
  "formula": "C2H2N4OS",
  "method": "ωB97M-V with the def2-TZVPD basis set",
  "symbols": ["S", "O", "N", "N", "N", "N", "C", "C", "H", "H"],
  "coordinates": [[2.28661, -1.08248, 0.01357], [1.51694, 1.43370, -0.19049], [-0.76647, -1.40766, -0.04212], [-2.00320, -1.30400, -0.13453], [-0.22398, -0.10119, 0.14063], [-2.46347, -0.01642, -0.11609], [-1.35476, 0.68037, 0.19332], [1.15220, 0.25266, -0.01780], [3.31203, -0.24587, -0.07501], [-1.45591, 1.79089, 0.22851]],
  "atomic_forces_ev_per_a": [[-0.64, -0.49, 0.13], [-1.64, -3.37, 0.73], [1.71, 0.31, 0.21], [-0.50, -0.35, -0.75], [-2.44, -0.16, 0.11], [2.84, 0.63, 1.94], [-1.38, 1.18, -2.00], [1.01, 3.19, -0.50], [0.24, 0.27, -0.08], [0.80, -1.22, 0.20]],
  "nbo_charge": [0.0832, -0.5409, -0.0287, -0.0244, -0.3310, -0.2794, 0.1999, 0.5156, 0.1581, 0.2476],
  "homo_energy_ev": -10.93,
  "multiplicity": 1,
  "smiles": "O=C(S)n1cnnn1",
  "lumo_energy_ev": -0.63,
  "relative_energy_kcal_mol": 11.3,
  "total_charge": 0
}

=====

(5)
{
  "formula": "C16H24ClHgN3O5STe",
  "method": "ωB97M-V with the def2-TZVPD basis set",
  "symbols": ["Hg", "Te", "Cl", "S", "O", "O", "O", "O", "O", "N", "N", "N", "C", "C", "C", "C", "C", "C", "C", "C", "C", "C", "C", "C", "C", "C", "C", "C", "H", "H", "H", "H", "H", "H", "H", "H", "H", "H", "H", "H", "H", "H", "H", "H", "H", "H", "H", "H", "H", "H", "H", "H"],
  "coordinates": [[-0.46090, -1.22853, -0.61407], [0.30861, 2.13401, -0.13541], [-4.42113, 0.96551, 0.25470], [-0.85621, -0.19958, 4.89321], [-5.34166, 2.02567, -0.05558], [-4.60586, -0.14127, -0.64215], [2.11785, 0.70459, -0.30258], [-4.60847, 0.53418, 1.62324], [-3.05277, 1.47124, 0.11450], [0.76898, -1.19443, 3.21290], [-1.85932, 1.09966, 2.71925], [-0.06334, -0.39718, 2.47400], [3.50306, 0.80829, -0.42028], [0.49786, -1.21140, 4.46772], [0.66565, -3.49448, 5.48942], [4.05574, -0.60076, -0.17849], [-0.47317, 4.74062, -1.37938], [1.21622, -2.06795, 5.46367], [-0.96388, 0.19725, 3.19707], [-1.70335, 5.53860, -3.74872], [-1.52856, 4.19431, -3.47162], [-1.25889, 6.49430, -2.84281], [-0.72566, 2.32093, -1.99714], [-0.64968, 6.09321, -1.66672], [-0.90965, 3.78410, -2.29199], [0.16727, 4.29542, -0.09123], [3.89749, 1.29452, -1.81821], [4.05771, 1.76559, 0.64112], [-0.15240, 1.81491, -2.77372], [4.98283, 1.30738, -1.95331], [1.21675, -4.11224, 6.20023], [3.66857, -1.28226, -0.93725], [3.45594, 0.63671, -2.56867], [2.27175, -2.07871, 5.18887], [1.16511, 4.71854, 0.02739], [-2.19071, 5.84268, -4.66645], [0.74744, -3.94364, 4.50029], [1.13918, -1.61810, 6.45561], [3.72548, -0.95600, 0.79826], [-1.97544, 1.10783, 1.70635], [-0.30872, 6.83484, -0.95324], [-0.38712, -3.49894, 5.77569], [-1.39330, 7.54822, -3.05179], [5.14903, -0.60608, -0.21816], [3.65705, 2.76975, 0.48000], [-1.88217, 3.44565, -4.17045], [-2.75247, 1.13139, 3.18494], [-1.67643, 1.80387, -1.86027], [3.74856, 1.42586, 1.63107], [-0.43044, 4.58439, 0.77488], [5.14981, 1.81931, 0.60901], [3.51386, 2.30452, -1.98161]],
  "atomic_forces_ev_per_a": [[-0.03, -0.09, -0.03], [0.25, 0.35, 0.19], [0.03, 0.07, -0.04], [0.02, -0.01, -0.02], [0.01, -0.02, -0.01], [0.00, 0.01, 0.01], [-0.22, -0.47, -0.09], [0.02, 0.01, 0.03], [-0.02, -0.02, -0.05], [0.01, 0.03, 0.00], [0.11, -0.05, 0.14], [0.10, -0.02, 0.01], [0.01, 0.30, -0.07], [-0.01, -0.01, 0.05], [0.00, 0.02, 0.01], [-0.03, 0.02, -0.01], [0.00, -0.01, 0.00], [-0.04, -0.02, -0.01], [-0.10, 0.05, -0.05], [0.00, 0.00, 0.00], [0.01, 0.00, -0.01], [0.00, 0.00, 0.00], [0.12, -0.16, -0.05], [0.00, 0.00, -0.01], [0.01, 0.01, 0.01], [-0.12, 0.05, 0.01], [-0.01, -0.01, 0.01], [0.01, -0.02, 0.00], [-0.01, -0.01, 0.00], [0.00, 0.01, 0.00], [0.00, 0.00, 0.00], [0.00, 0.00, 0.00], [0.01, 0.00, 0.00], [0.00, 0.00, -0.01], [0.00, -0.02, 0.02], [0.00, 0.00, 0.00], [0.00, 0.00, 0.00], [0.03, 0.00, 0.00], [0.01, 0.00, 0.00], [-0.08, -0.01, 0.05], [0.00, 0.00, 0.00], [0.00, -0.01, 0.00], [0.00, 0.00, 0.00], [0.00, -0.01, 0.00], [0.00, 0.00, 0.00], [0.00, 0.00, 0.00], [-0.08, -0.02, -0.07], [-0.01, 0.02, 0.01], [0.00, 0.01, 0.00], [-0.02, 0.00, -0.01], [0.00, 0.00, 0.00], [-0.01, 0.00, 0.00]],
  "lowdin_spin": [0.0010, 0.3880, 0.0006, 0.0000, 0.0005, 0.0004, 0.3700, 0.0001, 0.0111, 0.0001, 0.0038, 0.0003, 0.0204, 0.0000, 0.0000, 0.0242, 0.0072, 0.0000, 0.0004, -0.0003, -0.0005, 0.0001, 0.0397, 0.0011, 0.0033, 0.0851, -0.0009, 0.0019, 0.0049, -0.0004, 0.0000, 0.0002, -0.0001, 0.0000, 0.0054, 0.0000, 0.0000, 0.0000, 0.0003, 0.0054, 0.0001, 0.0000, 0.0001, 0.0044, 0.0019, -0.0001, 0.0001, 0.0087, 0.0000, 0.0114, -0.0004, 0.0005],
  "homo_energy_ev": [-4.56, -5.37],
  "multiplicity": 2,
  "lumo_energy_ev": [2.36, 2.18],
  "relative_energy_kcal_mol": 6.4,
  "total_charge": -1
}

=====

(6)
{
  "formula": "C6H9Br4N2",
  "method": "ωB97M-V with the def2-TZVPD basis set",
  "symbols": ["Br", "Br", "Br", "Br", "N", "N", "C", "C", "C", "C", "C", "C", "H", "H", "H", "H", "H", "H", "H", "H", "H"],
  "coordinates": [[5.04238, 0.70975, 0.45329], [2.97646, -1.43752, 1.61591], [2.68600, 2.52862, -0.20594], [3.92217, -1.30947, -1.69206], [0.06116, -0.18339, 1.35794], [1.26553, 0.25843, -0.77225], [-0.08666, -1.31923, 0.50905], [0.90406, -1.17525, -0.71792], [0.07357, 1.09087, -0.79416], [-0.46290, 0.98230, 0.74814], [2.41781, 0.70019, -0.41397], [3.47063, -0.25819, 0.03369], [-0.80913, 0.69315, -1.38226], [-0.20193, 1.87208, 1.42380], [0.48278, -1.06734, -1.73718], [1.70199, -1.88269, -0.68186], [-1.08857, -1.52076, -0.00877], [0.23952, -2.12439, 1.24049], [-0.40368, -0.25825, 2.23491], [0.28553, 2.08962, -1.04789], [-1.58511, 1.02858, 0.63356]],
  "atomic_forces_ev_per_a": [[0.89, -0.54, 0.48], [0.74, 0.92, -1.36], [-0.37, 0.08, -0.32], [-0.12, 0.49, 1.24], [-0.43, 0.88, -0.95], [1.07, 0.35, 0.81], [-0.17, -1.95, -0.32], [-1.39, 1.27, -0.60], [-2.09, -1.12, 2.11], [-0.83, 2.95, -0.58], [-1.19, 0.14, 0.71], [1.30, -1.11, -0.54], [1.75, 0.09, 0.11], [-0.12, -0.97, -1.33], [-0.68, -1.97, 0.51], [0.43, 0.06, -0.11], [0.81, 0.25, 1.36], [-0.60, 0.11, -1.79], [-0.08, -0.64, 0.82], [0.22, 0.99, -0.44], [0.85, -0.29, 0.20]],
  "nbo_charge": [0.2229, 0.1825, 0.2750, 0.1291, -0.6368, -0.2952, -0.2541, -0.2477, -0.2621, -0.2161, 0.2004, -0.3651, 0.2528, 0.2226, 0.2389, 0.2615, 0.1995, 0.2475, 0.3993, 0.2539, 0.1911],
  "homo_energy_ev": -13.17,
  "multiplicity": 1,
  "lumo_energy_ev": -5.18,
  "relative_energy_kcal_mol": 0.0,
  "total_charge": 1
}

=====

(7)
{
  "formula": "C9H11BO3",
  "method": "ωB97M-V with the def2-TZVPD basis set",
  "symbols": ["O", "O", "O", "C", "C", "C", "C", "C", "C", "C", "C", "C", "B", "H", "H", "H", "H", "H", "H", "H", "H", "H", "H", "H"],
  "coordinates": [[-1.35743, 0.73920, -1.67567], [-3.43036, 0.68337, 0.07083], [-2.05784, 0.56332, 1.97773], [2.58758, -0.63064, -0.19879], [1.22524, -0.57767, -0.46690], [3.16088, 0.51899, 0.39132], [0.99183, 1.60810, 0.42075], [2.32838, 1.55242, 0.77605], [-1.06145, 0.19793, -0.43776], [-1.00642, -1.62058, -0.52671], [0.36835, 0.49601, -0.14731], [0.41680, -1.83157, -1.00867], [-2.21959, 0.55728, 0.64695], [-2.52817, 1.07979, 2.61216], [1.00586, -2.73256, -0.63945], [-4.17699, 0.96716, 0.67801], [0.53038, 2.43919, 0.94369], [2.90249, 2.39436, 1.05337], [4.24569, 0.50778, 0.53277], [2.94828, -1.59780, -0.28486], [-2.17179, 0.31952, -1.90563], [0.41970, -1.70734, -2.12666], [-1.92628, -1.88300, -1.14065], [-1.19513, -2.04327, 0.45542]],
  "atomic_forces_ev_per_a": [[0.32, 0.23, -1.00], [-2.50, 1.03, 0.41], [1.68, -0.34, 0.73], [-4.47, -1.11, -1.46], [-0.35, -1.71, -0.44], [2.07, 0.94, 1.06], [2.49, 4.05, 3.28], [0.37, -0.22, -1.37], [0.31, -2.50, 2.38], [-1.17, 2.75, -0.08], [-1.12, -4.05, -1.61], [1.40, 1.15, -0.39], [0.65, -0.48, -0.98], [-0.72, 0.31, 0.23], [-1.20, 0.76, -0.77], [1.40, -0.69, -1.09], [-0.80, 0.02, -0.68], [-0.21, 1.18, 1.00], [-0.41, 0.54, 0.02], [1.51, -1.44, 0.03], [-1.14, -0.01, -0.69], [0.27, -0.63, 0.94], [1.52, 0.04, 0.21], [0.13, 0.18, 0.31]],
  "lowdin_spin": [0.0348, 0.0024, 0.0030, 0.3793, 0.0444, 0.4712, 0.4116, 0.0610, 0.0520, 0.0084, 0.4584, -0.0052, 0.0085, 0.0000, 0.0001, 0.0008, 0.0219, -0.0067, 0.0250, 0.0260, 0.0033, -0.0029, 0.0022, 0.0006],
  "homo_energy_ev": [-4.72, -8.77],
  "multiplicity": 3,
  "lumo_energy_ev": [0.17, -2.41],
  "total_charge": 0
}

=====

(8)
{
  "formula": "CH4BrP",
  "method": "ωB97M-V with the def2-TZVPD basis set",
  "symbols": ["Br", "P", "C", "H", "H", "H", "H"],
  "coordinates": [[0.06007, 0.96388, -0.79217], [-2.04803, 0.60744, -0.99982], [0.86446, -0.22094, 0.81894], [-2.11567, -0.28279, -2.19526], [0.93937, 0.45925, 1.72738], [0.31826, -1.16746, 0.84928], [1.98154, -0.35939, 0.59165]],
  "atomic_forces_ev_per_a": [[1.55, -0.83, 1.07], [-1.80, -0.51, -0.84], [2.46, 1.34, -0.02], [0.68, 0.57, 1.02], [-1.06, -1.01, -1.11], [-0.12, 0.56, 0.11], [-1.71, -0.12, -0.22]],
  "nbo_charge": [0.2512, -0.2458, -0.6505, -0.0292, 0.2271, 0.2322, 0.2150],
  "homo_energy_ev": -7.39,
  "multiplicity": 1,
  "lumo_energy_ev": -0.09,
  "relative_energy_kcal_mol": 79.4,
  "total_charge": 0
}